A cluster of 2 separate species, C5H10O2 in total, computed with ωB97M-V with the def2-TZVPD basis set.

```
17
Properties=species:S:1:pos:R:3:forces:R:3
O 0.8799 1.2604 -0.5521 -0.159 -0.313 -0.235
C 0.3568 0.1862 -0.7566 -0.084 0.512 -0.022
C 0.3161 -0.8941 0.2686 0.425 -0.023 -0.031
C 1.8158 -1.3779 0.2304 -0.099 -0.441 0.380
O 2.6333 -0.7968 -0.7725 -0.039 0.113 0.099
H 0.0075 -0.1094 -1.7614 -0.097 0.261 -0.077
H 0.0549 -0.4926 1.2551 0.220 -0.002 -0.304
H -0.4120 -1.6802 0.0180 0.389 0.200 -0.065
H 2.2434 -1.1976 1.2189 0.092 -0.163 -0.025
H 1.8365 -2.4397 0.0035 0.037 -0.084 0.198
H 2.6890 0.1588 -0.6179 0.001 -0.266 -0.024
C -2.4118 0.6703 0.3197 -0.060 0.220 -0.005
C -1.7411 1.8049 0.1609 -0.223 -0.122 0.045
H -2.5672 0.2324 1.3025 -0.009 0.072 -0.118
H -2.8039 0.1152 -0.5297 -0.035 0.120 0.112
H -1.2829 2.3259 0.9979 -0.171 -0.055 -0.081
H -1.5350 2.2233 -0.8204 -0.186 -0.030 0.152
```
Forces are in eV/Å.

Output
Maximum force, eV/A: 0.6
LUMO level, Eh: 0.033
Orbital gap, eV: 10.780
E_tot, a.u.: -346.91487